Entry from OMol25: a structure of composition C43H101N14O19SY (the ωB97M-V functional and the def2-TZVPD basis).

Summary:
**Highest occupied orbital energy**: -7.22 eV
**Strongest force on any atom**: 4.441 eV Å⁻¹
**E**: -117879.3209 eV

Last column: Mulliken charge in e.
Cartesian coordinates (Å):
1 Y 8.547 9.107 -1.189  2.131
2 S 6.545 10.104 -3.044  1.113
3 O 7.983 10.378 -2.859  -0.507
4 O 6.443 9.206 -4.193  -0.806
5 O 6.393 9.315 -1.834  -0.579
6 O 5.658 11.262 -3.231  -0.741
7 C 11.569 7.494 0.205  -0.024
8 O 10.313 8.073 -0.043  0.198
9 H 12.076 7.885 1.088  0.218
10 H 11.511 6.423 0.398  -0.447
11 H 12.337 7.763 -0.521  -0.160
12 C 11.741 3.670 3.995  -0.932
13 C 10.795 3.228 2.840  0.854
14 O 10.425 2.101 2.770  -0.680
15 N 10.464 4.170 1.929  0.311
16 C 9.609 4.057 0.725  -0.463
17 H 12.279 2.812 4.397  0.091
18 H 11.013 4.136 4.658  0.357
19 H 12.572 4.285 3.650  0.227
20 H 10.969 5.028 2.099  -0.095
21 H 9.044 4.985 0.809  -0.060
22 H 8.982 3.165 0.759  0.483
23 H 10.226 3.986 -0.171  -0.075
24 C 5.033 6.353 0.726  -1.708
25 C 6.426 6.746 1.102  0.460
26 O 7.139 7.330 0.308  0.038
27 N 6.771 6.499 2.368  -0.088
28 C 8.112 6.867 2.935  -0.603
29 H 4.444 6.424 1.640  0.484
30 H 5.033 5.331 0.349  0.432
31 H 4.803 6.904 -0.186  0.310
32 H 6.129 5.945 2.917  0.196
33 H 8.640 7.476 2.201  -0.141
34 H 8.792 6.058 3.198  0.302
35 H 8.016 7.464 3.842  0.376
36 C 9.853 5.370 -3.350  -0.531
37 C 8.720 6.359 -3.348  0.209
38 O 8.322 6.987 -2.332  -0.368
39 N 8.137 6.599 -4.541  0.046
40 C 8.444 5.941 -5.810  -1.003
41 H 10.023 5.077 -2.314  -0.556
42 H 10.769 5.745 -3.807  0.208
43 H 9.455 4.478 -3.833  0.601
44 H 7.393 7.280 -4.494  0.333
45 H 8.797 4.911 -5.782  0.336
46 H 9.247 6.484 -6.309  0.230
47 H 7.628 5.999 -6.530  0.370
48 C 8.799 10.820 2.830  -0.668
49 C 7.557 10.490 1.952  0.518
50 O 7.656 10.002 0.791  -0.784
51 N 6.398 10.747 2.570  -0.086
52 C 5.139 10.401 2.050  -0.783
53 H 8.532 10.897 3.884  0.493
54 H 9.420 11.655 2.507  0.019
55 H 9.359 9.890 2.726  -0.057
56 H 6.371 11.256 3.442  0.302
57 H 4.413 10.516 2.855  0.403
58 H 5.192 9.336 1.825  0.058
59 H 4.802 10.877 1.129  0.279
60 C 15.924 4.327 -4.825  -1.129
61 C 14.687 4.714 -3.959  0.710
62 O 13.757 5.291 -4.396  -0.560
63 N 14.727 4.396 -2.661  -0.008
64 C 13.565 4.588 -1.733  -0.048
65 H 16.350 3.514 -4.238  0.346
66 H 16.526 5.232 -4.905  0.203
67 H 15.734 3.952 -5.831  0.362
68 H 15.648 4.299 -2.258  0.170
69 H 12.798 5.203 -2.204  -0.314
70 H 13.846 5.060 -0.792  0.166
71 H 13.087 3.665 -1.407  0.091
72 C 14.233 15.360 1.194  -1.294
73 C 13.302 14.432 1.880  0.842
74 O 12.102 14.593 1.715  -0.665
75 N 13.837 13.440 2.574  -0.018
76 C 13.126 12.301 3.222  -0.902
77 H 15.267 15.177 1.484  0.347
78 H 13.931 16.351 1.531  0.327
79 H 14.340 15.483 0.117  0.307
80 H 14.843 13.511 2.614  0.240
81 H 12.183 12.679 3.616  0.380
82 H 13.670 11.957 4.102  0.413
83 H 12.857 11.464 2.578  0.038
84 C 19.664 7.135 -2.551  -1.228
85 C 18.951 5.860 -2.073  0.676
86 O 19.020 4.845 -2.702  -0.592
87 N 18.519 5.964 -0.833  -0.087
88 C 17.524 5.136 -0.190  -0.996
89 H 20.694 7.151 -2.197  0.363
90 H 19.251 8.069 -2.169  0.323
91 H 19.633 7.107 -3.640  0.294
92 H 18.801 6.779 -0.307  0.265
93 H 17.479 4.085 -0.472  0.426
94 H 16.509 5.451 -0.433  0.136
95 H 17.674 5.040 0.886  0.432
96 C 11.288 7.779 5.119  -0.810
97 C 12.188 8.843 5.698  0.485
98 O 12.537 9.836 5.077  -0.560
99 N 12.581 8.681 6.986  -0.144
100 C 13.488 9.661 7.615  -0.880
101 H 10.221 7.864 5.324  0.428
102 H 11.571 6.840 5.595  0.384
103 H 11.380 8.009 4.057  0.017
104 H 12.099 8.022 7.581  0.247
105 H 13.810 10.497 6.993  0.196
106 H 14.358 9.169 8.050  0.214
107 H 12.909 10.178 8.380  0.407
108 C 12.159 8.347 -4.171  -1.483
109 C 10.764 9.003 -3.982  0.182
110 O 10.320 9.142 -2.848  0.163
111 N 10.055 9.395 -5.041  0.015
112 C 10.240 9.218 -6.478  -1.271
113 H 12.332 7.478 -4.806  0.548
114 H 12.387 7.733 -3.300  -0.058
115 H 13.034 8.975 -4.334  0.559
116 H 9.228 9.943 -4.849  0.277
117 H 11.058 8.539 -6.718  0.368
118 H 10.697 10.176 -6.727  0.479
119 H 9.253 9.070 -6.916  0.325
120 C 15.805 6.746 7.898  -1.450
121 C 15.645 6.581 6.396  0.673
122 O 15.270 5.472 6.006  -0.772
123 N 15.957 7.615 5.618  -0.050
124 C 15.834 7.644 4.166  -0.813
125 H 16.541 5.969 8.103  0.362
126 H 14.873 6.730 8.462  0.304
127 H 16.300 7.665 8.214  0.440
128 H 15.988 8.525 6.053  0.291
129 H 14.795 7.694 3.840  0.253
130 H 16.092 6.654 3.793  0.170
131 H 16.431 8.484 3.812  0.384
132 C 15.704 10.084 1.169  -0.739
133 C 15.801 10.151 -0.338  0.565
134 O 15.824 11.234 -0.979  -0.703
135 N 15.801 8.902 -0.873  0.414
136 C 15.600 8.735 -2.281  -1.053
137 H 15.824 11.060 1.639  0.277
138 H 16.232 9.260 1.648  0.318
139 H 14.682 9.815 1.435  0.059
140 H 16.156 8.144 -0.307  -0.015
141 H 14.922 9.526 -2.601  0.337
142 H 14.832 7.966 -2.360  0.276
143 H 16.463 8.487 -2.900  0.288
144 C 11.447 0.811 -0.170  -0.364
145 C 11.884 -0.176 -1.198  0.486
146 O 11.651 0.113 -2.392  -0.680
147 N 12.483 -1.299 -0.777  -0.195
148 C 13.151 -2.228 -1.659  -0.898
149 H 12.265 1.530 -0.122  -0.189
150 H 11.133 0.253 0.712  0.481
151 H 10.494 1.292 -0.391  0.182
152 H 12.396 -1.572 0.192  0.247
153 H 14.121 -2.424 -1.203  0.309
154 H 13.369 -1.905 -2.677  0.319
155 H 12.542 -3.130 -1.727  0.300
156 C 9.520 13.438 0.063  -1.233
157 C 10.339 12.179 -0.232  0.472
158 O 9.735 11.217 -0.665  -0.464
159 N 11.641 12.319 -0.256  0.133
160 C 12.540 11.260 -0.463  0.138
161 H 8.888 13.682 -0.791  0.394
162 H 10.080 14.371 0.123  0.373
163 H 8.844 13.402 0.918  0.230
164 H 11.971 13.240 -0.007  -0.001
165 H 12.851 10.935 0.530  -0.397
166 H 13.487 11.481 -0.955  0.499
167 H 12.112 10.425 -1.017  -0.334
168 C 15.131 2.365 1.712  -1.389
169 C 15.349 3.574 2.612  0.894
170 O 15.629 4.627 2.031  -0.539
171 N 15.262 3.439 3.883  0.278
172 C 15.110 2.272 4.707  -1.138
173 H 14.146 1.903 1.787  0.473
174 H 16.005 1.715 1.694  0.388
175 H 15.054 2.776 0.705  0.121
176 H 15.250 4.307 4.400  0.075
177 H 14.183 2.236 5.279  0.318
178 H 16.005 2.230 5.328  0.340
179 H 15.058 1.348 4.132  0.421

Atoms 1-2, force components in eV/Å:
Y 1.53 -1.23 0.91
S -2.04 0.51 -3.43

Entry from OMol25: a cluster of 7 separate species, C43H101N7O7 in total (the ωB97M-V functional and the def2-TZVPD basis).

Summary:
**Highest occupied orbital energy**: -7.84 eV
**Strongest force on any atom**: 3.158 eV Å⁻¹
**Energy relative to the best compared isomer or geometry (same formula, charge and spin)**: 668.4 kJ/mol
**SMILES**: CC1(C)CCCC(C)(C)N1O.CC1(C)CCCC(C)(C)N1O.CC1(C)CCCC(C)(C)N1O.COC[C@H](C)N.COC[C@H](C)N.COC[C@H](C)N.COC[C@H](C)N
**E**: -70980.5253 eV

Last column: Mulliken charge in e.
Cartesian coordinates (Å):
1 C -18.470 -7.112 -7.380  -1.523
2 C -18.089 -5.794 -8.250  0.849
3 C -16.787 -5.006 -7.810  -0.622
4 O -16.467 -3.906 -8.682  -0.443
5 C -17.415 -2.813 -8.687  -0.310
6 N -17.772 -6.191 -9.581  -0.623
7 H -18.727 -6.760 -6.380  0.217
8 H -17.661 -7.814 -7.179  0.156
9 H -19.143 -7.817 -7.867  0.334
10 H -19.009 -5.219 -8.355  0.154
11 H -15.862 -5.579 -7.736  0.376
12 H -17.009 -4.618 -6.816  0.342
13 H -17.011 -1.977 -9.258  0.226
14 H -17.529 -2.487 -7.654  0.137
15 H -18.428 -3.069 -8.998  0.193
16 H -17.690 -5.372 -10.166  0.121
17 H -16.818 -6.519 -9.609  0.325
18 C -16.208 -5.507 -3.757  -0.963
19 C -14.934 -5.936 -4.429  1.453
20 C -13.581 -5.248 -3.921  -1.093
21 O -13.321 -3.877 -4.312  -0.295
22 C -13.044 -3.626 -5.732  -0.691
23 N -14.867 -7.365 -4.185  -0.614
24 H -16.208 -5.761 -2.697  0.419
25 H -17.096 -5.904 -4.250  0.174
26 H -16.153 -4.418 -3.751  0.112
27 H -14.884 -5.713 -5.495  -0.431
28 H -12.824 -6.010 -4.105  0.440
29 H -13.687 -5.151 -2.841  0.292
30 H -12.489 -2.714 -5.953  0.330
31 H -13.940 -3.319 -6.272  0.171
32 H -12.582 -4.407 -6.335  0.358
33 H -14.431 -7.585 -3.301  0.275
34 H -15.833 -7.660 -4.181  0.106
35 C -21.610 -7.816 -10.354  -1.293
36 C -23.067 -7.811 -10.925  0.641
37 C -24.149 -7.188 -9.935  -0.893
38 O -25.419 -7.676 -10.214  -0.357
39 C -26.396 -7.614 -9.186  -0.711
40 N -23.090 -7.111 -12.142  -0.507
41 H -21.100 -6.855 -10.427  0.274
42 H -20.967 -8.467 -10.947  0.422
43 H -21.548 -8.178 -9.328  0.239
44 H -23.406 -8.830 -11.106  0.173
45 H -24.198 -6.099 -9.933  0.348
46 H -23.880 -7.431 -8.907  0.430
47 H -27.363 -7.451 -9.662  0.250
48 H -26.160 -6.725 -8.600  0.344
49 H -26.374 -8.529 -8.595  0.246
50 H -24.055 -7.060 -12.436  0.206
51 H -22.492 -7.529 -12.841  0.224
52 C -19.834 -6.122 -3.177  -0.892
53 C -21.151 -6.043 -2.484  0.675
54 C -21.530 -7.271 -1.708  -0.130
55 O -22.956 -7.479 -1.391  -0.396
56 C -23.377 -8.797 -0.848  -0.677
57 N -21.179 -4.769 -1.795  -0.846
58 H -19.037 -6.496 -2.535  0.267
59 H -19.559 -5.114 -3.489  0.354
60 H -19.918 -6.871 -3.964  0.012
61 H -21.919 -6.033 -3.258  0.279
62 H -20.977 -7.286 -0.769  0.389
63 H -21.196 -8.204 -2.161  -0.353
64 H -24.457 -8.897 -0.956  0.275
65 H -23.285 -8.817 0.238  0.298
66 H -22.903 -9.660 -1.315  0.231
67 H -22.131 -4.803 -1.459  0.299
68 H -21.197 -4.018 -2.470  0.267
69 C -18.365 1.409 -6.620  -1.619
70 C -16.823 1.402 -6.246  1.613
71 C -16.287 2.791 -5.763  -1.294
72 C -16.688 3.251 -4.295  -0.754
73 C -16.217 2.166 -3.252  -1.285
74 C -16.697 0.736 -3.689  1.524
75 N -16.380 0.512 -5.206  -0.133
76 O -16.326 -0.840 -5.609  -0.027
77 C -15.902 -0.196 -2.815  -1.789
78 C -18.232 0.523 -3.296  -1.459
79 C -16.073 1.195 -7.571  -1.834
80 H -18.474 2.059 -7.488  0.421
81 H -19.039 1.812 -5.864  0.355
82 H -18.845 0.444 -6.782  0.319
83 H -15.197 2.803 -5.777  0.442
84 H -16.627 3.561 -6.455  0.459
85 H -17.750 3.492 -4.253  0.292
86 H -16.193 4.183 -4.020  0.435
87 H -16.866 2.342 -2.394  0.371
88 H -15.219 2.279 -2.830  0.452
89 H -14.830 -0.034 -2.932  0.446
90 H -16.116 -0.247 -1.747  0.414
91 H -16.160 -1.233 -3.030  0.299
92 H -18.377 0.103 -2.301  0.453
93 H -18.777 1.454 -3.149  0.336
94 H -18.700 -0.112 -4.048  0.189
95 H -14.998 1.094 -7.426  0.476
96 H -16.075 2.048 -8.250  0.445
97 H -16.644 0.417 -8.077  0.195
98 H -17.222 -1.055 -5.340  0.252
99 C -18.872 -4.023 -15.404  -1.911
100 C -19.007 -2.993 -14.211  1.742
101 C -18.777 -1.523 -14.823  -1.354
102 C -19.378 -0.384 -14.036  -0.666
103 C -20.812 -0.733 -13.783  -1.259
104 C -20.997 -2.126 -13.077  1.298
105 N -20.330 -3.260 -13.687  0.377
106 O -20.537 -4.501 -13.029  -0.324
107 C -20.698 -1.929 -11.541  -1.321
108 C -22.515 -2.540 -13.290  -2.098
109 C -17.881 -3.155 -13.209  -1.856
110 H -19.741 -4.142 -16.051  0.396
111 H -18.047 -3.664 -16.019  0.438
112 H -18.717 -5.026 -15.005  0.389
113 H -17.719 -1.342 -15.010  0.410
114 H -19.215 -1.398 -15.813  0.480
115 H -18.859 -0.509 -13.086  0.300
116 H -19.166 0.547 -14.563  0.401
117 H -21.350 -0.739 -14.730  0.433
118 H -21.310 0.084 -13.260  0.473
119 H -21.049 -2.788 -10.969  0.314
120 H -21.109 -0.996 -11.157  0.373
121 H -19.612 -1.882 -11.462  0.212
122 H -22.731 -2.897 -14.297  0.406
123 H -23.180 -1.689 -13.143  0.415
124 H -22.839 -3.292 -12.570  0.492
125 H -17.664 -2.234 -12.667  0.328
126 H -18.199 -3.783 -12.377  0.353
127 H -16.996 -3.697 -13.543  0.440
128 H -21.385 -4.870 -13.285  0.283
129 C -19.163 -10.921 -2.000  -2.086
130 C -18.391 -11.453 -3.303  1.561
131 C -18.563 -13.032 -3.342  -1.036
132 C -18.155 -13.594 -4.622  -0.715
133 C -18.819 -12.906 -5.779  -1.350
134 C -18.905 -11.363 -5.840  2.011
135 N -19.214 -10.959 -4.479  -0.089
136 O -19.172 -9.557 -4.340  -0.027
137 C -17.539 -10.794 -6.450  -1.693
138 C -20.113 -10.929 -6.713  -2.004
139 C -16.891 -11.038 -3.274  -1.666
140 H -18.928 -9.883 -1.762  0.357
141 H -18.796 -11.592 -1.224  0.512
142 H -20.249 -11.000 -2.040  0.341
143 H -17.882 -13.453 -2.602  0.446
144 H -19.599 -13.248 -3.081  0.374
145 H -18.227 -14.680 -4.660  0.407
146 H -17.094 -13.349 -4.671  0.277
147 H -19.722 -13.456 -6.043  0.429
148 H -18.225 -13.161 -6.657  0.450
149 H -17.594 -10.341 -7.440  0.488
150 H -17.222 -9.925 -5.874  0.201
151 H -16.775 -11.559 -6.313  0.384
152 H -20.314 -9.872 -6.540  0.293
153 H -19.951 -11.115 -7.775  0.441
154 H -20.988 -11.328 -6.201  0.510
155 H -16.463 -11.182 -4.266  0.397
156 H -16.303 -11.705 -2.643  0.369
157 H -16.740 -10.075 -2.787  0.288
158 H -19.883 -9.399 -3.715  0.133

Atoms 1-2, force components in eV/Å:
C 1.42 1.44 -0.16
C 1.36 -1.99 0.35